# 1
{"formula": "C33H39N3", "method": "ωB97M-V/def2-TZVPD", "homo_lumo_gap_ha": 0.2976, "charge": 2, "e_homo_ev": -13.31, "species": ["N", "N", "N", "C", "C", "C", "C", "C", "C", "C", "C", "C", "C", "C", "C", "C", "C", "C", "C", "C", "C", "C", "C", "C", "C", "C", "C", "C", "C", "C", "C", "C", "C", "C", "C", "C", "H", "H", "H", "H", "H", "H", "H", "H", "H", "H", "H", "H", "H", "H", "H", "H", "H", "H", "H", "H", "H", "H", "H", "H", "H", "H", "H", "H", "H", "H", "H", "H", "H", "H", "H", "H", "H", "H", "H"], "xyz": [[-2.5056, -0.5775, 0.1622], [1.8317, 0.3609, -3.6275], [0.9041, -0.1118, -1.7277], [-1.1399, -1.0802, 2.1658], [-3.9558, -2.1565, 2.2850], [0.1738, 3.2191, 2.0515], [5.7473, 2.0436, -5.7207], [-0.2214, 1.8839, 1.9754], [0.0023, -0.0014, -0.5830], [4.5475, 1.1238, -5.5724], [-3.6013, 0.4180, -1.7872], [-5.2418, -2.5122, 2.7144], [1.7640, -3.8274, 3.6470], [3.3254, 1.8484, -5.0347], [-2.3038, -0.3674, 1.5787], [2.4742, -1.3531, 2.5573], [-4.5246, 0.1873, 2.6093], [0.0542, -0.5785, 2.5984], [-3.6141, -0.8028, 2.2340], [1.1301, -1.5774, 2.9250], [1.0817, 3.6184, 3.0304], [0.8113, -2.8087, 3.5324], [-1.4428, -0.3303, -0.9652], [-2.1057, 0.6980, -1.8579], [-5.8195, -0.1678, 2.9748], [-6.1671, -1.5210, 3.0512], [-3.8320, 0.0137, -0.3400], [2.5783, -0.6626, -3.0485], [3.0740, -3.6165, 3.1974], [3.4302, -2.3702, 2.6674], [1.6473, 2.6523, 3.8716], [0.8593, 0.7050, -2.7864], [2.0493, 0.9835, -4.9371], [2.0226, -0.9319, -1.8492], [1.3185, 1.3028, 3.7151], [0.3856, 0.8737, 2.7428], [-5.5050, -3.5685, 2.8080], [0.3665, -0.6627, 0.2019], [2.3504, 2.9529, 4.6490], [-1.8850, 1.7031, -1.4576], [3.8122, -4.4163, 3.2712], [-4.6165, -0.7409, -0.1997], [-0.2606, 3.9317, 1.3460], [-0.1962, -2.9513, 3.9312], [-2.6674, -1.5768, 0.0560], [4.4572, -2.1835, 2.3457], [0.0410, 1.0317, -0.2057], [-1.0266, 1.6509, 1.2695], [-2.2342, 0.7049, 1.7338], [1.1814, 1.6309, -5.1184], [6.1019, 2.4021, -4.7536], [-3.2299, -2.9321, 2.0220], [2.0768, 0.2034, -5.7111], [-3.9032, -0.4040, -2.4497], [2.3079, -1.6342, -1.0870], [4.7810, 0.2838, -4.9094], [6.5664, 1.5155, -6.2040], [-6.5360, 0.6143, 3.2298], [-1.4386, -1.3113, -1.4750], [1.7809, 0.5613, 4.3710], [-4.0654, 0.8895, 0.2734], [-4.2150, 1.2373, 2.5650], [0.1556, 1.5102, -2.9474], [-1.3063, -2.1488, 2.3189], [3.4218, -1.1044, -3.5423], [-4.2065, 1.2964, -2.0498], [1.3415, 4.6711, 3.1358], [4.2965, 0.6904, -6.5474], [-7.1653, -1.7995, 3.3877], [1.4812, -4.7829, 4.0964], [5.4985, 2.9102, -6.3346], [3.5491, 2.2925, -4.0548], [2.7722, -0.3753, 2.1695], [-1.7021, 0.6470, -2.8738], [3.0825, 2.6840, -5.7103]], "forces_ev_per_a": [[-0.120, -0.971, -2.669], [0.107, -0.277, 0.474], [0.194, 0.441, 0.011], [1.190, -0.086, 0.118], [-0.454, 0.197, 0.230], [-0.201, -0.177, 0.233], [0.064, -0.073, 0.036], [0.108, 0.180, -0.367], [-0.147, 0.431, 0.747], [-0.181, -0.231, -0.038], [-0.201, -0.270, -0.223], [0.228, 0.011, 0.065], [-0.008, 0.332, -0.030], [-0.307, 0.242, 0.064], [-0.520, 0.924, 2.958], [-0.248, -0.114, -0.185], [-0.070, -0.214, -0.082], [-0.552, -0.195, 0.090], [0.056, -0.030, -0.056], [0.268, -0.369, 0.470], [0.154, -0.212, -0.037], [0.176, 0.052, -0.194], [-0.263, -0.812, -0.394], [0.055, 0.521, -0.092], [0.184, -0.069, 0.283], [0.037, 0.065, -0.082], [-0.128, 0.529, -0.099], [-0.331, 0.559, -0.322], [-0.230, 0.208, -0.087], [-0.291, -0.069, 0.160], [-0.311, -0.034, -0.217], [0.465, -0.559, -0.429], [0.288, 0.671, -0.631], [-0.674, 0.013, 0.026], [-0.063, -0.135, -0.129], [0.020, 0.485, 0.111], [0.023, 0.383, -0.075], [0.045, 0.060, -0.157], [-0.213, -0.125, -0.216], [-0.101, -0.184, -0.126], [-0.207, 0.269, 0.006], [0.267, 0.349, 0.029], [0.091, -0.088, 0.416], [0.323, -0.087, -0.144], [0.063, -0.205, 0.307], [-0.332, -0.051, 0.143], [0.241, -0.483, -0.153], [0.809, 0.325, 0.247], [-0.152, -0.200, 0.026], [0.108, -0.364, 0.058], [-0.018, 0.023, 0.002], [-0.306, 0.182, 0.065], [-0.170, 0.109, 0.342], [0.224, 0.232, 0.002], [-0.079, -0.065, 0.066], [0.169, -0.014, -0.054], [0.068, 0.040, 0.005], [0.150, -0.315, -0.018], [0.083, 0.410, 0.054], [-0.133, 0.253, -0.233], [0.159, -0.304, -0.067], [-0.215, -0.335, 0.078], [0.206, -0.180, 0.018], [0.306, 0.175, -0.426], [0.095, 0.001, -0.061], [0.193, -0.319, 0.079], [0.018, -0.294, -0.028], [0.016, 0.003, 0.073], [0.259, 0.039, -0.139], [0.133, 0.367, -0.122], [0.005, -0.005, -0.004], [-0.104, -0.014, -0.133], [-0.092, -0.316, 0.036], [-0.312, -0.030, 0.171], [0.089, -0.207, 0.219]]}

# 2
{"formula": "C33H39N4O2", "method": "ωB97M-V/def2-TZVPD", "homo_lumo_gap_ha": 0.2054, "charge": 1, "e_homo_ev": -9.67, "species": ["O", "O", "N", "N", "N", "N", "C", "C", "C", "C", "C", "C", "C", "C", "C", "C", "C", "C", "C", "C", "C", "C", "C", "C", "C", "C", "C", "C", "C", "C", "C", "C", "C", "C", "C", "C", "C", "C", "C", "H", "H", "H", "H", "H", "H", "H", "H", "H", "H", "H", "H", "H", "H", "H", "H", "H", "H", "H", "H", "H", "H", "H", "H", "H", "H", "H", "H", "H", "H", "H", "H", "H", "H", "H", "H", "H", "H", "H"], "xyz": [[-1.1917, -3.8918, -1.9222], [0.2509, -3.5852, 2.6314], [-1.0597, 2.3627, -2.8853], [-3.4576, -2.3472, 1.6022], [-3.8275, 1.6626, 6.7389], [-1.7324, -3.3607, 0.7301], [-2.8860, -4.0102, 0.2429], [1.6832, 2.1770, -2.0232], [1.3134, -3.6469, 3.5481], [-0.9385, 1.7369, 3.6655], [-2.0342, 1.6876, 8.4559], [-1.5829, 1.6337, 0.6956], [-2.1266, -2.3751, 1.5432], [-1.1009, 1.0414, 7.4177], [-0.1132, -3.9121, -1.0320], [-0.7904, 2.0921, -1.5366], [-0.5904, 1.3536, 4.9841], [0.0172, 2.5077, -3.8891], [-0.8300, -3.9164, -3.2797], [-0.2729, 1.7214, 1.2194], [-3.9548, -3.3840, 0.7817], [0.6231, -3.7402, 1.2927], [-0.3900, -3.6965, 0.3256], [-4.2798, -1.5591, 2.5187], [-1.5010, 1.4010, 6.0147], [-5.2497, 1.5026, 6.4199], [1.9339, -3.9454, 0.8636], [-3.4880, 1.3452, 8.1415], [0.7804, 1.8898, 0.2881], [2.2182, -4.1263, -0.4711], [-2.4137, 2.3951, -3.4457], [-2.2249, 2.2965, 3.4786], [-0.0022, 1.6163, 2.6076], [-1.8291, 1.8337, -0.6307], [1.3254, 2.9956, -3.2720], [0.5405, 2.0672, -1.0551], [-2.8359, 1.7944, 5.7529], [1.2120, -4.1265, -1.4102], [-3.1480, 2.2996, 4.4831], [-5.8343, 2.2588, 6.9412], [-4.9966, -3.5976, 0.6103], [-1.7677, 1.3713, 9.4748], [-0.3640, -4.8722, -3.5210], [-2.3952, 1.3336, 1.3339], [0.4027, 0.9924, 5.1858], [1.8035, -4.6185, 3.4828], [-2.8685, -4.8120, -0.4772], [-3.1459, 2.6956, -2.6998], [1.9659, 1.1601, -2.3237], [-2.6813, 1.4105, -3.8281], [2.1404, 2.9425, -4.0096], [2.5627, 2.6030, -1.5215], [-5.4372, 1.5913, 5.3521], [-4.6764, -2.2168, 3.2895], [-4.1734, 1.8904, 8.8017], [-1.7282, -3.7939, -3.8868], [0.1626, 1.5343, -4.3714], [-4.1138, 2.7441, 4.3214], [-1.1244, -0.0508, 7.5270], [-0.1454, -3.0936, -3.4862], [-2.4678, 3.1131, -4.2639], [2.0217, -2.8446, 3.3424], [1.0171, 1.4148, 2.8875], [-3.6668, 0.2764, 8.3057], [1.7984, 1.8714, 0.6367], [-2.8373, 1.7605, -0.9937], [-0.0620, 1.3513, 7.5927], [-3.6643, -0.7929, 2.9862], [1.2252, 4.0544, -2.9981], [0.9112, -3.5190, 4.5529], [-0.3158, 3.2000, -4.6716], [-2.4729, 2.7758, 2.5485], [-5.1027, -1.0887, 1.9825], [1.4563, -4.2932, -2.4432], [-5.5902, 0.5168, 6.7373], [-1.9098, 2.7793, 8.4290], [3.2396, -4.2794, -0.7815], [2.7331, -3.9624, 1.5820]], "forces_ev_per_a": [[0.976, 0.161, 1.269], [0.124, -0.202, -1.810], [0.489, 0.179, 1.261], [-0.333, -1.541, -1.105], [1.196, 0.176, -0.893], [-1.530, -1.073, -0.913], [-0.334, 0.061, -0.026], [0.310, 0.015, -0.313], [0.137, -0.045, 0.122], [0.433, 0.081, -0.495], [0.108, 0.156, -0.202], [-0.001, -0.086, -0.333], [1.984, 2.558, 1.801], [0.028, -0.191, 0.431], [-0.454, 0.040, -0.042], [-0.358, 0.675, -2.214], [-0.722, 0.275, 0.114], [0.084, -0.255, 0.356], [0.078, -0.029, -0.342], [0.090, -0.124, 0.823], [0.231, -0.171, -0.068], [-0.361, 0.059, 0.712], [-1.085, 0.612, 0.504], [0.430, -0.263, -0.331], [0.532, 0.128, 0.079], [0.478, 0.312, -0.061], [-0.057, 0.099, 0.693], [0.248, -0.114, -0.371], [-0.521, -0.046, -0.543], [-0.114, 0.019, 0.069], [0.282, -0.197, 0.438], [-0.125, 0.001, 0.278], [-0.929, 0.068, -0.402], [-0.394, -0.068, 0.210], [0.033, 0.138, 0.242], [0.611, -0.023, 0.308], [-1.491, -0.694, 1.607], [-0.481, -0.045, -0.549], [-0.105, 0.137, -0.326], [-0.086, 0.033, 0.023], [-0.028, 0.080, 0.149], [-0.189, -0.016, -0.342], [0.072, 0.013, -0.214], [-0.029, -0.130, -0.085], [0.288, -0.088, 0.041], [0.213, -0.014, 0.135], [0.071, 0.055, 0.178], [0.058, 0.014, -0.039], [0.005, 0.084, -0.057], [-0.152, -0.083, -0.075], [-0.340, -0.064, 0.175], [-0.232, -0.072, -0.131], [0.082, -0.011, 0.094], [-0.092, 0.045, 0.081], [0.089, -0.002, -0.204], [-0.004, -0.032, 0.269], [0.068, 0.009, -0.033], [-0.128, 0.122, -0.092], [-0.025, 0.101, 0.084], [0.102, -0.011, -0.228], [0.175, -0.026, 0.071], [0.229, 0.008, 0.128], [0.369, -0.032, 0.092], [-0.002, -0.023, 0.048], [0.269, 0.077, 0.102], [-0.178, -0.148, 0.010], [-0.243, -0.074, -0.035], [0.115, -0.082, -0.092], [-0.048, -0.187, -0.013], [-0.154, 0.001, -0.178], [-0.043, -0.093, 0.280], [-0.015, 0.150, 0.033], [-0.024, -0.023, -0.049], [0.064, -0.028, -0.163], [0.028, -0.081, 0.074], [-0.020, -0.183, -0.041], [0.091, -0.037, -0.040], [0.155, -0.038, 0.068]]}

What energy relative to the best compared isomer or geometry (same formula, charge and spin) values result from the calculations? In sequence: 0.0; 48.0 kcal per mole.
What largest force on an atom values result from the calculations? In sequence: 3.14; 3.70 eV Å⁻¹.
What energy values result from the calculations? In sequence: -39309.355; -44901.205 eV.